[1]
Entry from the OMol25 dataset: 7 unconnected molecules or ions with the total composition C10H30O9 (ωB97M-V/def2-TZVPD).

LUMO in eV: 5.13

```
! RIJCOSX wB97M-V def2-TZVPD def2/J DEFGRID3
* xyz -2 1
C -1.490 0.132 0.983
O -0.929 1.259 1.264
O -2.573 0.045 0.507
O -0.888 -0.925 1.072
C 2.228 -0.829 -2.620
C 1.667 -0.103 -1.445
O 0.353 -0.301 -1.294
H 1.501 -0.653 -3.413
H 2.386 -1.887 -2.410
H 3.251 -0.496 -2.795
H 1.969 0.944 -1.446
H 2.184 -0.515 -0.579
H 0.060 -0.133 -0.395
C 0.832 -5.008 -1.515
C 1.017 -3.738 -0.649
O 0.013 -3.944 0.374
H 1.627 -4.938 -2.257
H 0.004 -4.851 -2.206
H 0.854 -5.941 -0.950
H 0.877 -2.812 -1.207
H 2.025 -3.707 -0.237
H -0.385 -3.084 0.528
C 1.452 3.507 -0.294
C 1.837 3.140 1.176
O 0.736 3.403 1.985
H 2.260 3.313 -0.999
H 1.352 4.589 -0.217
H 0.628 2.957 -0.749
H 2.619 3.826 1.503
H 2.239 2.129 1.236
H 0.112 2.693 1.815
C 2.485 -2.023 2.341
O 1.055 -2.281 2.562
H 2.998 -1.941 3.299
H 2.839 -3.005 2.027
H 2.785 -1.226 1.660
H 0.604 -1.752 1.899
C -5.653 -0.941 -0.927
O -4.767 -1.220 0.089
H -5.302 -0.796 -1.949
H -6.326 -1.765 -1.163
H -6.207 -0.012 -0.795
H -4.150 -0.485 0.124
C -1.668 5.294 0.999
O -2.367 4.086 1.014
H -2.239 6.115 0.564
H -1.379 5.485 2.033
H -0.724 5.083 0.496
H -1.800 3.313 0.962
*
```

[2]
Entry from the OMol25 dataset: 7 unconnected molecules or ions with the total composition C33H68INO22S8 (ωB97M-V/def2-TZVPD).

Structure (SMILES): C[C@@H](I)CC1=C(CCCSC(=S)N2CCOCC2)C(=O)OC1=O.CCOS(C)(=O)=O.CCOS(C)(=O)=O.CCOS(C)(=O)=O.CCOS(C)(=O)=O.CCOS(C)(=O)=O.CCOS(C)(=O)=O
LUMO in eV: -0.25

```
! RIJCOSX wB97M-V def2-TZVPD def2/J DEFGRID3
* xyz 0 1
C -0.542 -7.518 -2.105
C 0.803 -7.164 -2.825
I 0.463 -7.375 -4.977
C 1.251 -5.700 -2.592
C 1.662 -5.394 -1.145
C 2.036 -4.147 -0.813
C 2.143 -3.035 -1.845
C 2.924 -1.770 -1.305
C 1.856 -0.623 -1.161
S 2.731 0.894 -0.641
C 1.993 1.394 0.933
S 1.631 0.290 2.093
N 1.813 2.790 1.042
C 0.512 3.248 0.517
C -0.598 3.466 1.601
O -0.145 4.095 2.804
C 0.926 3.340 3.366
C 2.117 3.319 2.375
C 2.254 -4.153 0.712
O 2.132 -3.298 1.474
O 2.486 -5.491 0.969
C 1.725 -6.281 0.104
O 1.378 -7.362 0.310
H -0.400 -8.479 -1.586
H -0.764 -6.690 -1.406
H -1.331 -7.615 -2.864
H 1.641 -7.840 -2.597
H 2.070 -5.403 -3.266
H 0.377 -5.048 -2.802
H 1.143 -2.760 -2.227
H 2.719 -3.412 -2.712
H 3.692 -1.494 -2.051
H 3.409 -1.988 -0.340
H 1.411 -0.506 -2.162
H 1.141 -0.967 -0.395
H 0.692 4.197 -0.025
H 0.110 2.529 -0.222
H -1.169 2.534 1.816
H -1.340 4.155 1.154
H 1.276 3.893 4.262
H 0.572 2.345 3.686
H 2.958 2.773 2.841
H 2.461 4.368 2.265
O -0.135 6.550 0.345
S -0.653 7.762 0.905
O -1.826 8.397 0.386
O 0.524 8.842 0.988
C 1.244 9.156 -0.215
C 0.446 10.059 -1.135
C -0.868 7.529 2.640
H 1.548 8.239 -0.725
H 2.153 9.669 0.097
H -0.429 9.545 -1.532
H 1.059 10.382 -1.979
H 0.089 10.938 -0.597
H 0.035 7.082 3.049
H -1.715 6.861 2.784
H -1.070 8.493 3.102
O -0.081 -7.097 -8.856
S -0.506 -6.562 -10.113
O 0.045 -7.031 -11.347
O -0.387 -4.967 -10.064
C 0.879 -4.394 -9.702
C 1.879 -4.459 -10.841
C -2.265 -6.648 -10.213
H 1.272 -4.875 -8.803
H 0.684 -3.352 -9.451
H 2.159 -5.489 -11.061
H 2.786 -3.909 -10.586
H 1.451 -4.038 -11.753
H -2.690 -6.256 -9.292
H -2.536 -7.694 -10.340
H -2.596 -6.069 -11.073
O -6.229 -4.748 0.360
S -5.077 -4.071 -0.152
O -4.431 -4.505 -1.353
O -3.984 -3.955 1.011
C -3.575 -5.158 1.680
C -2.625 -5.983 0.833
C -5.430 -2.349 -0.293
H -4.447 -5.743 1.979
H -3.068 -4.845 2.592
H -3.128 -6.382 -0.048
H -2.232 -6.824 1.406
H -1.792 -5.371 0.481
H -5.886 -2.006 0.633
H -6.121 -2.222 -1.124
H -4.504 -1.815 -0.493
O 0.279 7.866 6.513
S 0.448 7.337 7.834
O 1.629 6.618 8.200
O -0.833 6.457 8.209
C -1.212 5.400 7.314
C -0.311 4.188 7.447
C 0.186 8.622 9.013
H -1.234 5.765 6.284
H -2.232 5.123 7.580
H 0.701 4.412 7.106
H -0.693 3.361 6.847
H -0.238 3.869 8.488
H -0.730 9.150 8.763
H 1.038 9.298 8.957
H 0.124 8.181 10.005
O 3.706 -9.306 -3.160
S 5.071 -9.716 -3.296
O 5.978 -9.010 -4.147
O 5.108 -11.269 -3.672
C 4.357 -11.707 -4.817
C 5.047 -11.349 -6.120
C 5.796 -9.859 -1.695
H 3.343 -11.304 -4.783
H 4.278 -12.791 -4.735
H 5.067 -10.270 -6.271
H 4.523 -11.799 -6.964
H 6.081 -11.695 -6.115
H 5.127 -10.428 -1.054
H 5.929 -8.852 -1.303
H 6.760 -10.353 -1.789
O -5.183 12.215 6.397
S -5.373 10.802 6.264
O -5.431 9.948 7.410
O -4.282 10.227 5.245
C -2.897 10.503 5.508
C -2.347 9.638 6.624
C -6.791 10.498 5.261
H -2.756 11.565 5.723
H -2.360 10.287 4.585
H -2.809 9.891 7.581
H -1.272 9.777 6.720
H -2.554 8.584 6.435
H -6.731 11.118 4.369
H -7.670 10.762 5.846
H -6.819 9.442 5.001
*
```

[3]
Entry from the OMol25 dataset: a single C4H5NO molecule (ωB97M-V/def2-TZVPD).

Structure (SMILES): C[C@H](C#N)C=O
LUMO in eV: 0.04
Energy relative to the best compared isomer or geometry (same formula, charge and spin) in eV: 2.162

```
! RIJCOSX wB97M-V def2-TZVPD def2/J DEFGRID3
* xyz 0 1
C -0.269 1.184 -0.268
C 0.186 -0.027 0.486
C -0.749 -1.214 -0.068
C 1.629 -0.452 0.245
H 0.313 2.097 0.040
H -1.324 1.523 -0.019
H -0.155 0.943 -1.313
H -0.041 -0.021 1.577
H -1.968 -0.846 -0.325
N 2.646 -0.771 -0.259
O -0.268 -2.416 -0.095
*
```

[4]
Entry from the OMol25 dataset: a single C5H10O2 molecule (ωB97M-V/def2-TZVPD).

Structure (SMILES): C[C@@H]1OC[C@H](C)O1
LUMO in eV: 1.06
Energy relative to the best compared isomer or geometry (same formula, charge and spin) in eV: 2.599

```
! RIJCOSX wB97M-V def2-TZVPD def2/J DEFGRID3
* xyz 0 1
C -0.154 1.213 -2.112
C -0.029 0.937 -0.621
C -1.242 0.438 0.047
O -0.834 -0.047 1.280
C 0.718 -0.484 1.107
C 0.756 -1.928 1.599
O 1.024 -0.235 -0.209
H 0.754 0.778 -2.513
H -0.184 2.275 -2.401
H -1.019 0.719 -2.577
H 0.361 1.780 -0.043
H -1.881 -0.241 -0.547
H -1.701 1.460 -0.019
H 1.226 0.198 1.810
H 0.200 -2.561 0.904
H 1.756 -2.363 1.741
H 0.249 -1.940 2.572
*
```